The following is a DFT calculation (ωB97M-V/def2-TZVPD) of a structure of composition C34H33Cl4F3LiN3O4Sb.

CARTESIAN COORDINATES (ANGSTROEM)
1 H 3.27 3.14 2.57
2 H -0.46 -2.42 3.98
3 H 2.80 -0.15 1.20
4 C 0.88 -6.03 1.95
5 C -3.28 -3.41 -1.01
6 H -2.81 -2.77 -1.76
7 N 2.58 1.18 2.81
8 H 3.17 -3.90 3.25
9 H -0.67 -0.39 -1.97
10 O 0.09 2.58 0.30
11 C -4.54 -5.01 0.87
12 H 3.15 1.90 -1.04
13 C 2.26 -4.22 2.75
14 Li 0.08 0.74 0.51
15 H 4.03 -0.32 2.47
16 H 1.90 3.16 -1.16
17 H -0.93 -5.47 0.97
18 C -2.05 -1.52 5.09
19 H -4.80 -4.13 -2.39
20 C -0.87 0.46 -2.61
21 H 0.73 -7.09 1.84
22 C -4.99 -4.94 -0.43
23 H 2.80 3.85 4.87
24 C 2.32 2.28 -1.64
25 C -0.04 -5.10 1.47
26 C 1.25 1.23 -1.67
27 Sb -1.10 -2.17 0.78
28 H -4.82 -0.08 3.77
29 H -3.67 -0.73 1.67
30 F -3.88 -0.49 6.15
31 C -3.26 -0.88 5.00
32 C -1.00 1.79 3.36
33 C 0.96 3.07 4.06
34 C -1.99 -1.65 2.67
35 H 0.32 3.36 4.90
36 H -1.79 0.94 -2.28
37 F -6.08 -5.68 -0.77
38 C 2.39 2.90 4.52
39 H -1.61 -1.71 6.06
40 H 2.68 2.55 -2.64
41 H 2.43 2.18 5.34
42 C -1.42 -1.91 3.91
43 C -3.22 -0.99 2.63
44 C -2.78 -3.44 0.29
45 Cl -5.50 3.91 -0.92
46 O 0.75 0.02 2.17
47 Cl -4.66 0.94 -0.23
48 C -2.88 4.53 -0.61
49 C 3.20 2.38 3.35
50 H -5.05 -5.63 1.59
51 H 0.00 3.51 -2.50
52 F 2.91 -6.46 3.06
53 H 1.54 -2.25 2.36
54 O 1.30 0.24 -0.92
55 C 2.01 -5.56 2.59
56 H -0.91 2.65 -3.74
57 C 0.17 -3.73 1.61
58 C -3.47 2.22 -0.23
59 C 1.34 -3.31 2.25
60 O -1.77 0.66 0.38
61 C -2.16 1.86 0.08
62 H -0.99 0.12 -3.64
63 Cl -3.30 6.16 -1.01
64 H 4.22 2.13 3.66
65 C 1.23 0.98 2.80
66 H -1.48 1.65 4.33
67 C -3.84 3.54 -0.57
68 H 0.88 3.87 3.31
69 H 0.83 2.89 -3.95
70 H 4.07 1.07 1.37
71 H -1.29 0.99 2.69
72 C 3.41 0.39 1.91
73 N 0.45 1.83 3.52
74 C -3.43 -4.25 1.22
75 H -1.34 2.73 2.92
76 Cl -0.28 5.41 -0.36
77 H -3.08 -4.27 2.25
78 C -3.87 -0.60 3.80
79 C 0.05 2.69 -3.22
80 C -1.14 2.91 0.04
81 C -1.54 4.20 -0.31
82 N 0.23 1.41 -2.54
83 C -4.39 -4.16 -1.38

- Total charge: -1
- HOMO-LUMO gap: 0.222 Eh
- F_max: 0.43 eV/A
- E_LUMO: 2.211 eV
- Electronic energy: -4169.0136 Ha

---

The following is a DFT calculation (ωB97M-V/def2-TZVPD) of a cluster of 2 separate species, C34H33ClN2O2 in total in a non-equilibrium geometry.

CARTESIAN COORDINATES (ANGSTROEM)
1 H 0.19 -9.56 1.54
2 N -0.71 -2.57 2.42
3 H 9.79 -5.85 4.55
4 C 8.81 -6.73 2.84
5 C 0.65 -9.84 -0.56
6 C 7.76 -7.54 2.39
7 C 3.29 -9.30 0.17
8 C -0.78 -4.01 0.59
9 H 3.57 -4.33 2.14
10 C 0.10 -6.56 -1.82
11 H 5.66 -1.98 7.26
12 H 2.55 -9.16 2.19
13 C -1.35 1.53 4.94
14 H 4.47 -6.71 3.95
15 C 5.33 -2.57 6.40
16 H 0.72 -4.13 2.27
17 C 7.15 -8.01 4.69
18 H -0.38 -4.45 -1.95
19 C 1.67 -9.85 -1.53
20 H 5.27 -8.50 -0.22
21 H -1.73 -5.47 -1.39
22 H 5.04 -4.38 7.55
23 C -3.28 0.65 3.75
24 H -0.38 -10.06 -0.84
25 C -0.59 0.44 4.52
26 O -1.69 -3.38 0.06
27 C 5.36 -2.01 5.11
28 C 3.98 -4.85 3.02
29 C 4.44 -4.09 4.17
30 C 4.26 -6.21 3.00
31 H -0.40 -7.47 -1.48
32 C 2.99 -9.59 -1.17
33 C 5.65 -8.86 2.89
34 H 5.09 -2.39 3.00
35 H 5.77 -1.01 4.96
36 H 1.12 -6.58 -1.42
37 H -4.32 0.74 3.47
38 C 8.20 -7.19 5.13
39 H 0.60 -1.89 3.87
40 H 0.46 0.36 4.79
41 C -2.51 -0.44 3.31
42 H 5.98 -9.83 2.50
43 O -0.22 -5.11 0.04
44 H -0.91 2.31 5.55
45 C 4.72 -9.04 0.57
46 C -0.64 -5.33 -1.34
47 Cl -3.63 2.95 5.13
48 C 0.97 -9.57 0.78
49 C 9.00 -6.52 4.21
50 C -0.37 -1.74 3.35
51 H 0.17 -6.63 -2.91
52 H 8.38 -7.09 6.20
53 C 4.33 -7.01 1.86
54 C 2.29 -9.33 1.14
55 H 4.32 -5.72 5.63
56 C 4.96 -2.78 4.01
57 N 4.81 -8.26 1.83
58 C -2.70 1.63 4.57
59 H 7.62 -7.74 1.32
60 H 1.42 -10.07 -2.56
61 H 5.24 -9.99 0.74
62 H -2.95 -1.19 2.64
63 C 6.87 -8.09 3.32
64 H 6.53 -8.56 5.39
65 C 4.55 -4.67 5.47
66 C 4.94 -3.90 6.57
67 C -0.18 -3.61 1.89
68 H 5.03 -9.07 3.77
69 H 3.80 -9.62 -1.91
70 C -1.17 -0.58 3.73
71 H 9.48 -6.27 2.11
72 H 3.95 -6.62 0.91

- Total charge: 0
- HOMO-LUMO gap: 0.087 Eh
- F_max: 2.26 eV/A
- Relative energy (zero: lowest compared OMol25 entry of this formula, charge and spin): 2.7610 eV
- E_LUMO: -2.430 eV
- Electronic energy: -2035.4211 Ha